Below is a 9-piece molecular cluster, H18O9 overall, with properties calculated with ωB97M-V/def2-TZVPD.

Calculated values
HOMO-LUMO gap: 11.003 eV
relative energy (zero: lowest compared OMol25 entry of this formula, charge and spin): 42.9 kcal per mole
SMILES: O.O.O.O.O.O.O.O.O

ORCA input file:
```
! wB97M-V def2-TZVPD RIJCOSX def2/J DEFGRID3
* xyz 0 1
O 15.54691 3.41028 -13.96872
O 15.46942 1.70979 -16.35837
O 13.61332 0.23965 -14.48543
H 16.25593 6.28806 -15.08006
H 14.29213 0.67259 -15.03168
H 12.98626 0.93637 -14.28121
H 13.90513 1.39860 -11.59481
O 15.50286 3.99320 -10.34518
O 16.51331 5.47798 -15.53535
H 17.40128 5.60412 -13.46426
H 17.11542 4.17263 -16.64326
H 15.33198 2.83109 -14.72935
H 13.44068 5.97364 -14.13010
H 15.31198 2.12160 -17.21490
H 15.25903 4.81980 -10.77772
H 18.33559 3.64324 -17.41948
O 17.47516 3.37526 -17.08183
H 18.14693 5.99613 -12.18769
H 13.02374 2.51962 -12.15574
O 17.46707 6.30230 -12.79735
H 15.06301 3.01128 -13.21670
H 15.31620 3.30706 -10.99924
O 13.87913 2.08460 -12.27525
H 16.42563 1.80898 -16.22393
H 13.59246 4.71250 -14.97424
O 13.18448 5.58735 -14.97523
H 15.89605 4.79947 -15.20077
*
```

=====

Below is C32H26N5O2PdS as an isolated structure, with properties calculated with ωB97M-V/def2-TZVPD.

Calculated values
HOMO-LUMO gap: 6.428 eV
relative energy (zero: lowest compared OMol25 entry of this formula, charge and spin): 0.0 kcal per mole

ORCA input file:
```
! wB97M-V def2-TZVPD RIJCOSX def2/J DEFGRID3
* xyz 1 1
H 0.79491 3.43338 -1.41396
H -1.35910 -6.12829 2.44805
C -1.30690 -4.03636 2.94401
C -1.75239 -0.37495 5.29625
H -3.25169 3.82934 -1.73913
H 1.26541 -2.76429 -0.79347
C -0.24187 -3.62122 0.44929
H -2.79585 1.54387 -0.86860
C -1.58996 -1.58715 4.65087
C 2.33174 -0.40682 -0.95730
H -0.24797 -3.09838 -1.63774
H -1.77994 -2.51195 5.17346
H 1.68466 2.08042 -0.69622
C 3.22705 -0.28561 1.16937
C -1.08920 3.20803 2.87914
Pd -0.40467 -0.45730 0.83015
C -0.79515 4.27863 2.04917
H -2.06487 -0.35420 6.33172
H -2.58398 4.41692 -4.04746
H 0.52370 -0.67515 -3.81815
C -1.52879 0.81319 4.61976
H -1.67238 1.75878 5.11844
C -1.52268 1.20246 -3.99672
H 0.82213 -4.42649 -1.19582
C -1.86762 0.89555 -2.68814
O -2.48298 -0.94713 -0.98756
C 0.68952 2.48476 -0.89344
N -0.92691 -0.42806 2.71516
H 5.72626 -0.28270 -1.09913
C -0.01840 2.69527 0.40429
N -0.50598 -2.55844 1.22591
C -1.77718 2.48070 -4.47838
H 3.04538 -0.24839 2.23998
H -1.70948 -4.17088 3.93623
N -0.09277 -0.49985 -1.18872
H 2.75414 -0.58346 -4.80398
H 5.38001 -0.19507 1.36426
C -0.86060 1.93021 2.42434
C 3.77443 -0.43793 -2.94711
N 2.17141 -0.35548 0.40236
C -2.38003 3.42599 -3.66200
H 4.76782 -0.41815 -3.37730
C -0.55524 -4.91435 0.87782
C -0.99426 -2.78256 2.47454
C 1.16513 -0.49030 -1.80056
H -1.51620 2.73056 -5.49875
C -0.23871 4.01193 0.82152
C 2.66079 -0.52629 -3.72676
H 0.04122 4.81486 0.15408
S -1.48767 -0.68500 -1.99789
C -1.12028 0.75831 3.29919
H 0.16791 1.78630 -1.53646
C -1.17972 -1.58641 3.32733
O -1.34570 -1.61484 -3.08515
H -1.08832 0.44602 -4.63494
C 4.73044 -0.30344 -0.67163
C -2.75120 3.09849 -2.36198
C 1.36934 -0.55764 -3.15994
H -1.49570 3.37638 3.86514
C -1.10600 -5.13067 2.11587
C 4.54658 -0.25519 0.67809
H -0.34736 -5.73909 0.21059
N -0.38007 1.65891 1.18091
C 3.61829 -0.38237 -1.54242
C 0.43589 -3.46218 -0.87116
C -2.49744 1.82981 -1.86930
H -0.98098 5.29495 2.37000
*
```

=====

Below is an isolated ion of composition C6H5N2OS and charge +1, with properties calculated with ωB97M-V/def2-TZVPD.

Calculated values
HOMO-LUMO gap (alpha / beta): 6.675 / 6.673 eV
relative energy (zero: lowest compared OMol25 entry of this formula, charge and spin): 123.2 kcal per mole

ORCA input file:
```
! wB97M-V def2-TZVPD RIJCOSX def2/J DEFGRID3
* xyz 1 1
C -1.62523 -0.51022 0.24774
H 4.26605 -0.92438 2.55156
S -0.51728 -1.60391 -0.18803
H -2.80101 2.28657 -1.16654
C 1.72114 -0.17448 -0.78686
H 0.37027 -0.72262 -2.40265
N 2.89429 -0.46923 1.30158
C 1.99933 -0.12618 0.59124
H 2.26278 0.22949 -1.56701
N 3.24231 -0.81149 2.42859
C 0.53817 -0.65144 -1.28892
O -2.78482 -0.55684 0.83582
C -3.06492 1.57167 -0.46454
H -4.08061 1.89841 -0.09173
C -2.42047 0.56465 -0.00025
*
```

=====

Below is one molecule with the formula C4H7NO, with properties calculated with ωB97M-V/def2-TZVPD.

Calculated values
HOMO-LUMO gap: 10.662 eV
relative energy (zero: lowest compared OMol25 entry of this formula, charge and spin): 23.8 kcal per mole
SMILES: C[C@H]1COC=N1

ORCA input file:
```
! wB97M-V def2-TZVPD RIJCOSX def2/J DEFGRID3
* xyz 0 1
C 1.43889 -0.83580 0.24193
C -0.93570 1.11500 -1.27667
C 0.01519 -0.53057 -0.19857
N -0.05095 0.22929 -1.46083
H -0.50809 -1.47987 -0.37879
H 2.02546 -1.19456 -0.60757
C -0.78075 0.34449 0.78817
H -0.11631 0.95667 1.41237
H -1.48145 -0.19816 1.42444
H -1.29868 1.81392 -2.02460
H 1.44668 -1.60956 1.01679
H 1.93059 0.05663 0.64340
O -1.52844 1.23174 -0.06477
*
```

=====

| no. | maximum force (eV/A) | total energy (a.u.) |
| --- | --- | --- |
| 1 | 0.689 | -687.957480 |
| 2 | 0.467 | -2185.229887 |
| 3 | 4.470 | -814.026479 |
| 4 | 0.434 | -286.593758 |